1.
Entry from the OMol25 dataset: a single C5H8N4O2 molecule in a non-equilibrium geometry (ωB97M-V/def2-TZVPD).

Bonds (Å) are listed after each position.
CARTESIAN COORDINATES (ANGSTROEM)
1 C 1.96329 -0.79879 -0.09388  C2 1.511, N15 1.400, O18 1.230
2 C 0.84300 -0.59155 0.89919  C1 1.511, C3 1.470, H9 1.157, H10 1.096
3 C -0.52587 -0.35444 0.41772  C2 1.470, C4 1.331, N17 1.416
4 C -1.35429 -1.28228 -0.05732  C3 1.331, C5 1.444, H11 1.054
5 C -2.59447 -0.64104 -0.42440  C4 1.444, N16 1.430, O19 1.193
6 H 0.47785 1.42123 -0.63859  N14 1.054
7 H 1.93482 2.06049 0.00572  N14 0.979
8 H 2.88060 0.20114 -1.60347  N15 1.007
9 H 1.16763 0.32544 1.52479  C2 1.157
10 H 0.80969 -1.39504 1.64433  C2 1.096
11 H -1.04399 -2.28346 -0.17269  C4 1.054
12 H -2.55490 1.41991 -0.66218  N16 1.068
13 H -1.00863 1.30808 1.44675  N17 1.010
14 N 1.51992 1.55664 -0.72357  H6 1.054, H7 0.979, N15 1.413
15 N 2.12068 0.29759 -0.94970  C1 1.400, H8 1.007, N14 1.413
16 N -2.44192 0.68042 0.09942  C5 1.430, H12 1.068, N17 1.389
17 N -1.14085 0.91685 0.52458  C3 1.416, H13 1.010, N16 1.389
18 O 2.55407 -1.86199 -0.27796  C1 1.230
19 O -3.60663 -0.97921 -0.95877  C5 1.193

Calculated values
highest occupied orbital energy = -9.48 eV
multiplicity = 1
calculated total energy = -15368.3009 eV
net charge = 0
SMILES = NNC(=O)Cc1cc(=O)[nH][nH]1
energy relative to the best compared isomer or geometry (same formula, charge and spin) = 281.5 kJ/mol

2.
Entry from the OMol25 dataset: a single C5H8N4O2 molecule in a non-equilibrium geometry (ωB97M-V/def2-TZVPD).

Bonds (Å) are listed after each position.
CARTESIAN COORDINATES (ANGSTROEM)
1 C 0.58436 0.57620 0.01169  C2 1.293, N9 1.220
2 C 1.62246 -0.19127 -0.05221  C1 1.293, C4 1.450, N7 1.374
3 C -0.86827 -1.57752 0.01503  N6 1.266, N8 1.212
4 C 2.99741 0.22666 0.13968  C2 1.450, H12 1.088, H13 1.128, H14 1.093
5 C -3.07872 -0.57126 0.04391  N8 1.409, H15 1.109, H16 1.183, H17 1.157
6 N 0.26837 -2.08024 -0.22781  C3 1.266, N7 1.334
7 N 1.48999 -1.55784 -0.11384  C2 1.374, N6 1.334, H18 0.973
8 N -1.93465 -1.25930 0.49405  C3 1.212, C5 1.409
9 N -0.07609 1.54522 -0.32548  C1 1.220, O10 1.243, O11 1.471
10 O -0.16674 2.11759 -1.42472  N9 1.243
11 O -1.00511 2.02387 0.71003  N9 1.471, H19 0.968
12 H 3.16095 1.15368 -0.40602  C4 1.088
13 H 3.16521 0.76068 1.11898  C4 1.128
14 H 3.56910 -0.63428 -0.21605  C4 1.093
15 H -2.86205 0.28712 -0.62356  C5 1.109
16 H -3.95456 -1.32317 -0.21283  C5 1.183
17 H -3.60053 -0.11336 0.96942  C5 1.157
18 H 2.19011 -2.19362 -0.34124  N7 0.973
19 H -1.50124 2.81085 0.44096  O11 0.968

Calculated values
highest occupied orbital energy = -8.12 eV
multiplicity = 1
calculated total energy = -15361.8889 eV
net charge = 0
SMILES = CN=C=NNC(C)=C=[N+]([O-])O
energy relative to the best compared isomer or geometry (same formula, charge and spin) = 900.2 kJ/mol

3.
Entry from the OMol25 dataset: a single C5H8N4O2 molecule in a non-equilibrium geometry (ωB97M-V/def2-TZVPD).

Bonds (Å) are listed after each position.
CARTESIAN COORDINATES (ANGSTROEM)
1 C -0.65390 0.78505 -0.94001  N14 1.339, N15 1.442, N17 1.298
2 C 0.26259 2.65145 -2.27004  N15 1.343, N16 1.164
3 C 0.78548 -0.12248 0.69000  C4 1.547, H9 1.125, H10 1.107, N17 1.436
4 C 0.67710 -1.03651 1.93289  C3 1.547, C5 1.537, H11 1.080, H12 1.071
5 C 0.24582 -2.49913 1.74287  C4 1.537, O18 1.363, O19 1.218
6 H -2.56234 0.44125 -1.40062  N14 0.990
7 H -1.65062 1.43615 -2.52972  N14 1.024
8 H 1.39869 1.40899 -1.16101  N15 1.046
9 H 1.13204 0.89495 1.02234  C3 1.125
10 H 1.59474 -0.53309 0.05553  C3 1.107
11 H -0.02688 -0.60414 2.62830  C4 1.080
12 H 1.64165 -1.03480 2.39850  C4 1.071
13 H -1.03299 -1.83163 0.55156  O18 0.962
14 N -1.79267 1.03076 -1.59991  C1 1.339, H6 0.990, H7 1.024
15 N 0.40655 1.66080 -1.37463  C1 1.442, C2 1.343, H8 1.046
16 N 0.10107 3.55245 -2.98836  C2 1.164
17 N -0.48779 -0.06098 0.02967  C1 1.298, C3 1.436
18 O -0.82273 -2.69542 0.91976  C5 1.363, H13 0.962
19 O 0.78421 -3.44366 2.29288  C5 1.218

Calculated values
highest occupied orbital energy = -10.04 eV
multiplicity = 1
calculated total energy = -15370.0318 eV
net charge = 0
SMILES = N#CN/C(N)=N\CCC(=O)O
energy relative to the best compared isomer or geometry (same formula, charge and spin) = 114.5 kJ/mol

4.
Entry from the OMol25 dataset: a single C5H8N4O2S2 molecule in a non-equilibrium geometry (ωB97M-V/def2-TZVPD).

Bonds (Å) are listed after each position.
CARTESIAN COORDINATES (ANGSTROEM)
1 C 0.43780 1.83351 -0.03696  C4 1.443, N6 1.277, S12 1.734
2 C 0.26148 -0.66644 -0.24399  N7 1.434, N9 1.239, S12 1.878
3 C -3.94597 -1.21420 0.80264  N8 1.368, O10 1.223, H14 1.161
4 C 0.77806 3.22872 0.10402  C1 1.443, H15 1.187, H16 1.048, H17 1.178
5 C 1.90554 -2.30155 -0.30825  N9 1.453, H18 1.048, H19 1.124, H20 1.067
6 N -0.74456 1.38582 -0.21377  C1 1.277, N7 1.318, S13 2.067
7 N -0.95021 0.09188 -0.35769  C2 1.434, N6 1.318, S13 1.897
8 N -3.75181 -0.59976 -0.40362  C3 1.368, S13 1.726, H21 1.104
9 N 0.56136 -1.82109 -0.57929  C2 1.239, C5 1.453
10 O -3.56189 -0.52601 1.73735  C3 1.223
11 O -2.91894 1.31340 -1.61002  S13 1.421
12 S 1.61306 0.57395 0.15624  C1 1.734, C2 1.878
13 S -2.71805 0.77929 -0.30902  N6 2.067, N7 1.897, N8 1.726, O11 1.421
14 H -4.44910 -2.25228 0.93335  C3 1.161
15 H 0.76031 3.63875 -1.01002  C4 1.187
16 H 0.19605 3.81030 0.75377  C4 1.048
17 H 1.92394 3.20181 0.37513  C4 1.178
18 H 2.04462 -3.11450 -0.95410  C5 1.048
19 H 2.61218 -1.42885 -0.26996  C5 1.124
20 H 2.15344 -2.64129 0.67200  C5 1.067
21 H -4.19857 -1.03388 -1.31492  N8 1.104

Calculated values
highest occupied orbital energy = -8.13 eV
multiplicity = 1
calculated total energy = -37035.6899 eV
net charge = 0
energy relative to the best compared isomer or geometry (same formula, charge and spin) = 243.2 kJ/mol

5.
Entry from the OMol25 dataset: 2 unconnected molecules or ions with the total composition C5H8N4OS in a non-equilibrium geometry (ωB97M-V/def2-TZVPD).

Bonds (Å) are listed after each position.
CARTESIAN COORDINATES (ANGSTROEM)
1 C 0.57022 -2.14343 -1.95011  C2 1.435, N6 1.304, H12 1.100
2 C -0.52377 -2.45325 -1.07394  C1 1.435, N8 1.395, H13 1.073
3 C 0.44754 0.60001 0.88738  N9 1.173, O10 1.175
4 C -0.25121 3.47445 0.31221  C5 1.545, H14 1.022, H15 1.113, H16 1.153
5 C -1.23030 2.38787 0.80871  C4 1.545, N9 1.394, H17 1.117, H18 1.172
6 N 1.70303 -2.47872 -1.39835  C1 1.304, N7 1.304
7 N 1.50399 -2.95690 -0.20112  N6 1.304, N8 1.401, H19 1.021
8 N 0.12846 -2.92603 0.06502  C2 1.395, N7 1.401, S11 1.619
9 N -0.55825 1.17198 0.69328  C3 1.173, C5 1.394
10 O 1.37990 -0.10258 1.01634  C3 1.175
11 S -0.46503 -3.72493 1.34165  N8 1.619
12 H 0.52443 -1.79229 -2.99188  C1 1.100
13 H -1.54671 -2.13600 -1.00175  C2 1.073
14 H 0.10371 3.20135 -0.60652  C4 1.022
15 H -0.78866 4.43590 0.47009  C4 1.113
16 H 0.70424 3.67995 0.92327  C4 1.153
17 H -1.58420 2.44336 1.86702  C5 1.117
18 H -2.24640 2.29003 0.23320  C5 1.172
19 H 2.12901 -2.97079 0.60551  N7 1.021

Calculated values
highest occupied orbital energy = -7.63 eV
multiplicity = 1
calculated total energy = -24154.5835 eV
net charge = 0
SMILES = [S-][n+]1ccn[nH]1.CCN=C=O
energy relative to the best compared isomer or geometry (same formula, charge and spin) = 366.0 kJ/mol

6.
Entry from the OMol25 dataset: a gas-phase ion, C5H8NO (charge +1) in a non-equilibrium geometry (ωB97M-V/def2-TZVPD).

Bonds (Å) are listed after each position.
CARTESIAN COORDINATES (ANGSTROEM)
1 C -1.93188 0.12847 0.12234  C2 1.310, N6 1.230
2 C -2.88622 -0.75711 -0.02492  C1 1.310, H8 1.107, H9 1.112
3 C 0.45245 0.70316 -0.62359  C4 1.498, N6 1.614, O7 1.359, H10 1.180
4 C 0.83930 -0.70123 -0.27322  C3 1.498, C5 1.380
5 C 2.10132 -0.96250 0.22136  C4 1.380, H11 1.139, H12 1.217, H13 1.114
6 N -0.95063 0.86928 0.15576  C1 1.230, C3 1.614, H14 0.989
7 O 1.18901 1.81372 -0.35934  C3 1.359, H15 1.003
8 H -3.68732 -0.69514 -0.78649  C2 1.107
9 H -2.95823 -1.57994 0.71928  C2 1.112
10 H 0.29215 0.81948 -1.78718  C3 1.180
11 H 2.39316 -2.05623 0.34816  C5 1.139
12 H 1.61974 -0.96852 1.33869  C5 1.217
13 H 3.00801 -0.39778 -0.09508  C5 1.114
14 H -1.01858 1.80222 0.47817  N6 0.989
15 H 1.53772 1.98212 0.56605  O7 1.003

Calculated values
highest occupied orbital energy = -12.78 eV
multiplicity = 1
calculated total energy = -8839.1043 eV
net charge = +1
energy relative to the best compared isomer or geometry (same formula, charge and spin) = 545.8 kJ/mol

7.
Entry from the OMol25 dataset: a gas-phase ion, C5H8NO (charge +1) in a non-equilibrium geometry (ωB97M-V/def2-TZVPD).

Bonds (Å) are listed after each position.
CARTESIAN COORDINATES (ANGSTROEM)
1 C -0.93494 -1.07152 -0.09141  C2 1.366, C3 1.476, H8 1.007
2 C -1.56261 0.10002 -0.40690  C1 1.366, C4 1.460, H9 1.082
3 C 0.27792 -1.04212 0.74926  C1 1.476, C5 1.482, H10 1.096, H11 1.216
4 C -0.90563 1.34475 -0.01757  C2 1.460, O7 1.223, H12 1.058
5 C 1.08338 0.17743 0.50678  C3 1.482, N6 1.432, O7 1.654, H13 1.158
6 N 1.45256 0.23739 -0.87598  C5 1.432, H14 0.982, H15 1.028
7 O 0.13657 1.53065 0.59521  C4 1.223, C5 1.654
8 H -1.35923 -1.88599 -0.50340  C1 1.007
9 H -2.54379 0.32463 -0.80472  C2 1.082
10 H -0.06839 -1.16797 1.78133  C3 1.096
11 H 0.93858 -2.05431 0.61914  C3 1.216
12 H -1.31823 2.31338 -0.12288  C4 1.058
13 H 1.86543 0.46268 1.31239  C5 1.158
14 H 0.98539 -0.33632 -1.52170  N6 0.982
15 H 1.95300 1.06729 -1.21956  N6 1.028

Calculated values
highest occupied orbital energy = -14.70 eV
multiplicity = 1
calculated total energy = -8843.0792 eV
net charge = +1
energy relative to the best compared isomer or geometry (same formula, charge and spin) = 162.2 kJ/mol

8.
Entry from the OMol25 dataset: a gas-phase ion, C5H8NO2 (charge +1) in a non-equilibrium geometry (ωB97M-V/def2-TZVPD).

Bonds (Å) are listed after each position.
CARTESIAN COORDINATES (ANGSTROEM)
1 C 2.40464 -0.26810 0.00609  C3 1.362, O7 1.127
2 C -0.92334 0.42971 0.19679  C4 1.311, C5 1.538, O8 1.316
3 C 1.23808 -0.42077 -0.67980  C1 1.362, C4 1.758, H9 1.084, H10 1.071
4 C -0.24682 -0.69309 0.22165  C2 1.311, C3 1.758, N6 1.323
5 C -0.29642 1.77352 -0.21259  C2 1.538, H11 1.091, H12 1.140, H13 1.110
6 N -0.57349 -1.92000 0.59183  C4 1.323, H14 1.035, H16 1.020
7 O 3.28189 0.01562 0.65448  C1 1.127
8 O -2.19384 0.51752 0.52893  C2 1.316, H15 0.900
9 H 0.99971 0.52881 -1.14596  C3 1.084
10 H 1.37452 -1.10490 -1.49298  C3 1.071
11 H 0.60162 1.77084 0.40760  C5 1.091
12 H -1.18877 2.40524 0.11025  C5 1.140
13 H -0.15652 1.86004 -1.31024  C5 1.110
14 H -0.90464 -2.07224 1.56072  N6 1.035
15 H -2.67922 -0.21837 0.71001  O8 0.900
16 H -0.73738 -2.60383 -0.14678  N6 1.020

Calculated values
highest occupied orbital energy = -12.98 eV
multiplicity = 1
calculated total energy = -10889.7458 eV
net charge = +1
energy relative to the best compared isomer or geometry (same formula, charge and spin) = 266.5 kJ/mol